No. 1
32
Properties=species:S:1:pos:R:3:mulliken_charge:R:1 method="wB97M-V/def2-TZVPD" gap_ev=8.9314 smiles="O=C1C/C(=N/c2ccccc2)NN1c1ccccc1" fmax_ev_per_a=0.89 lumo_energy_ev=0.7 de_lowest_ev=0.545 energy_ev=-22283.2592
O 2.62122 2.89884 0.11394 -0.6349
N -1.97443 1.72586 -0.08475 -0.6224
N 0.09487 0.57160 -0.19031 -0.3893
N 1.44158 0.93160 -0.01796 0.2880
C -2.78713 -0.21877 1.12300 -0.0456
C -4.61936 -1.48328 0.22669 -0.4517
C -2.80343 0.61680 0.00498 0.1416
C -4.64317 -0.65366 -0.88281 -0.5022
C 2.16683 -1.29709 -0.61647 -0.2954
C 1.58158 2.29306 0.01872 0.3419
C -0.71556 1.68445 -0.09821 0.0624
C 4.40165 -2.01499 -0.10897 -0.4522
C 3.14760 -2.27172 -0.63522 -0.6247
C 3.70196 0.21176 0.46893 -0.3358
C 2.43952 -0.04951 -0.05882 0.4858
C -3.75005 0.39380 -0.99345 -0.4580
C 0.18561 2.88046 -0.10346 -0.2747
C -3.69364 -1.25596 1.23096 -0.5697
C 4.67360 -0.77010 0.43454 -0.6167
H -3.67468 -1.89182 2.10457 0.3598
H 0.10256 3.44734 -1.03226 0.2562
H -3.76524 1.04767 -1.85192 0.4210
H 1.20229 -1.50159 -1.05657 0.4599
H 3.91619 1.18071 0.88680 0.4031
H -0.19164 -0.31774 0.19557 0.4237
H -2.07653 -0.03020 1.91730 0.4759
H 5.16371 -2.77892 -0.12709 0.3816
H 5.65075 -0.56027 0.84233 0.3582
H 2.92778 -3.23527 -1.07013 0.3633
H -0.03415 3.56674 0.71436 0.3155
H -5.36772 -0.82183 -1.66625 0.3559
H -5.32258 -2.29800 0.31196 0.3792


No. 2
24
Properties=species:S:1:pos:R:3:mulliken_charge:R:1 method="wB97M-V/def2-TZVPD" gap_ev=8.7033 smiles="CSc1ccc(NC(=S)NN)cc1" fmax_ev_per_a=2.27 lumo_energy_ev=0.4 de_lowest_ev=0.145 energy_ev=-34614.4623
S 3.43367 -2.46403 1.27951 -0.3721
S -2.17138 3.08439 -1.53647 -0.0766
N 1.35279 -0.85441 1.26314 -0.1262
N 1.02167 -2.86020 0.20612 0.0504
N -0.38243 -2.93911 0.24374 -0.6504
C -1.19509 1.82082 -0.75583 -0.3265
C -0.11948 1.01369 1.24942 -0.6079
C -0.46791 0.88446 -1.45518 -0.1214
C 0.43517 0.01041 -0.85382 -0.3940
C 1.88882 -2.03524 0.86191 0.0509
C 0.55545 0.06173 0.51842 0.2755
C -3.80540 2.30431 -1.32033 -0.8942
C -0.98871 1.92311 0.66499 -0.5386
H 1.76694 -0.47398 2.09028 0.2623
H -0.59500 0.82012 -2.52913 0.4423
H 1.01981 -0.67684 -1.40696 0.5393
H -0.71638 -2.96022 1.19162 0.2506
H -3.84312 1.32423 -1.81141 0.2925
H -0.81565 -2.15168 -0.25741 0.2918
H 0.06241 1.00701 2.31291 0.3431
H -1.56581 2.56074 1.29858 0.4395
H -4.15013 2.13775 -0.31315 0.3076
H 1.45475 -3.71218 -0.08750 0.2209
H -4.57568 2.87559 -1.82504 0.3412


No. 3
20
Properties=species:S:1:pos:R:3:mulliken_charge:R:1 method="wB97M-V/def2-TZVPD" gap_ev=9.8335 smiles=ClCCCl.CC#N.CC#N fmax_ev_per_a=4.47 lumo_energy_ev=0.7 de_lowest_ev=3.593 energy_ev=-34404.9448
Cl 1.26800 0.31625 1.40827 -0.1538
Cl 0.86734 1.12047 -1.80522 -0.2341
N -1.15950 1.71770 0.48499 -0.3191
N 2.29265 -1.83372 1.38723 -0.4101
C 1.76420 -2.64296 0.78282 0.4787
C 0.62712 -0.79561 0.15146 -0.4963
C -1.49655 2.79880 0.41446 0.3168
C -1.92382 4.21336 0.23888 -0.8399
C -0.11494 -0.02159 -0.97486 -0.3379
C 1.09333 -3.72222 0.07887 -0.9511
H 0.50670 -3.29675 -0.73534 0.2967
H -1.74861 5.00612 0.96617 0.3087
H -2.99509 4.19656 0.03837 0.2590
H -0.08242 -1.55779 0.47355 0.2718
H 0.41211 -4.34049 0.66350 0.3188
H -0.48545 -0.64278 -1.79031 0.3387
H -0.90218 0.63810 -0.60994 0.2801
H 1.92816 -4.31715 -0.29156 0.3170
H 1.52920 -1.29151 -0.20693 0.3198
H -1.38033 4.45528 -0.67447 0.2362


No. 4
50
Properties=species:S:1:pos:R:3:mulliken_charge:R:1 method="wB97M-V/def2-TZVPD" gap_ev="3.2705 / 3.3455" fmax_ev_per_a=3.64 lumo_energy_ev="-9.4 / -9.3" multiplicity=2 charge=+2 s_squared=1.192 energy_ev=-72439.2059
Mn 1.00538 -1.34715 3.68092 0.5708
O 0.59207 -1.16330 6.73188 -0.0300
O -0.31856 0.50563 -2.18370 -0.2811
O 3.11959 -3.45491 2.94390 -0.0484
N 2.45965 2.12177 1.61176 0.7420
N 1.46057 2.70109 2.29583 -0.8224
N -2.47502 -3.11933 1.91801 -0.8140
N -0.86539 -1.80882 2.74233 0.1052
N -0.79256 -0.05716 -4.27121 -0.4397
N 0.32739 0.62474 -4.29662 -0.4350
N -2.75769 -1.82883 1.68204 0.8579
N 1.58177 0.52443 2.78785 0.0649
C 2.74279 2.06810 -3.50772 -0.9776
C 1.92575 1.93215 -1.20517 -0.1015
C 3.28207 2.89868 0.70249 -1.0088
C 3.06090 2.56827 -0.75914 0.8950
C -3.93350 -1.46770 0.90525 -1.0597
C 3.87240 2.71305 -3.05059 -0.6758
C 4.03445 2.95702 -1.69204 -0.9277
C -4.21838 -2.23966 -2.82935 -0.7636
C -1.34074 -3.08293 2.56080 -0.5434
C 2.52864 0.82261 1.90912 -0.1378
C -2.58534 -0.78187 -1.10173 -0.1142
C 2.36683 -2.66935 3.23921 0.4892
C -1.79600 -1.05175 2.17723 -0.3516
C -2.32134 -0.81602 -2.48193 -0.2112
C -3.64953 -1.48741 -0.58615 1.1136
C 0.74455 -1.24764 5.62120 0.4171
C 1.76539 1.66955 -2.57959 -0.1149
C -4.46314 -2.22006 -1.45814 -0.7502
C 0.62276 0.96556 -3.03868 0.6556
C -3.15081 -1.54540 -3.35354 -0.9712
C 0.95503 1.72505 2.99823 -0.5844
C -1.18812 -0.13716 -2.99751 0.7581
H 2.59491 1.86007 -4.55896 0.5528
H 4.63808 3.02443 -3.74714 0.4293
H 0.13927 1.86779 3.68795 0.4811
H -1.79617 0.02612 2.14977 0.5092
H 3.25215 0.13576 1.50017 0.4394
H 1.14627 1.63244 -0.51659 0.6894
H -4.26532 -0.47826 1.21926 0.3018
H 4.33227 2.75828 0.95862 0.5241
H 3.02931 3.94261 0.88577 0.3053
H -4.70752 -2.19103 1.14815 0.4097
H 4.92717 3.46427 -1.34527 0.4702
H -2.93120 -1.55504 -4.41274 0.5549
H -1.94272 -0.19613 -0.45699 0.5822
H -5.30022 -2.78142 -1.06152 0.4070
H -0.84477 -3.97034 2.91650 0.4121
H -4.86341 -2.81084 -3.48221 0.4268